Entry 1:
Entry from the Open Molecules 2025 dataset: a cluster of 2 separate species, C5H12O in total (ωB97M-V with the def2-TZVPD basis set).

Its total charge is 0.

Geometry as XYZ:
```
18
Properties=species:S:1:pos:R:3:forces:R:3
C 3.6120 1.3825 -0.2407 -0.007 0.194 -0.050
C 2.5802 2.3500 -0.7698 0.088 -0.100 0.100
O 1.6296 1.9539 -1.3887 -0.203 0.039 -0.079
H 3.0691 0.5952 0.2809 0.147 -0.193 -0.169
H 4.3771 1.7877 0.4177 -0.161 0.311 0.034
H 4.1221 0.9929 -1.1229 -0.046 -0.310 0.073
H 2.7030 3.4346 -0.6057 0.167 0.048 0.094
C -3.2073 -0.6713 0.1374 0.020 -0.524 0.275
C -1.8571 -1.2568 -0.2811 0.259 -0.204 -0.236
C -0.9238 -1.4900 0.8999 -0.167 0.046 0.073
H -3.9370 -1.4524 0.3772 0.171 -0.026 0.023
H -3.6583 -0.0736 -0.6487 0.035 0.252 0.032
H -3.0698 -0.0986 1.0573 -0.165 0.316 -0.204
H -1.3686 -0.5863 -0.9902 0.020 0.030 -0.004
H -1.9824 -2.2069 -0.8054 -0.165 0.050 -0.093
H -0.0332 -2.0665 0.6688 0.183 0.107 -0.325
H -0.6334 -0.5418 1.3398 0.177 0.182 0.091
H -1.4221 -2.0525 1.6742 -0.353 -0.218 0.365
```
Positions in Å, forces in eV/Å.

Löwdin population analysis, charges in e, atoms 1 to 6: -0.05, -0.32, 0.03, 0.08, 0.07, 0.08

Entry 2:
Entry from the Open Molecules 2025 dataset: the molecule C5H12O in a non-equilibrium geometry (ωB97M-V with the def2-TZVPD basis set).

Its total charge is 0.

Geometry as XYZ:
```
18
Properties=species:S:1:pos:R:3:forces:R:3
C 1.5475 -1.0143 -0.6684 0.023 -0.012 -0.071
C 0.2582 -0.6662 0.0756 -0.291 -0.394 0.233
C 0.5561 -0.3113 1.5352 0.015 -0.025 0.072
C -0.4929 0.4569 -0.6331 -0.099 -2.488 -1.348
C -1.8667 0.7756 -0.0585 0.150 0.227 0.228
O 0.3887 1.5535 -0.6321 -3.134 2.415 -3.244
H 1.3417 -1.2926 -1.7091 0.025 0.055 0.139
H 2.2303 -0.1582 -0.6760 -0.099 -0.144 0.010
H 2.0573 -1.8580 -0.1902 -0.084 0.124 -0.046
H -0.4068 -1.5408 0.0544 0.124 0.011 0.053
H -0.3596 -0.1779 2.1213 0.137 -0.009 -0.082
H 1.1374 -1.1107 2.0075 -0.078 0.116 -0.059
H 1.1397 0.6138 1.5931 -0.079 -0.139 0.003
H -0.6729 0.0705 -1.7475 0.413 0.745 1.903
H -2.3932 1.5028 -0.6891 0.065 -0.101 0.077
H -1.7616 1.2134 0.9405 -0.079 -0.076 -0.134
H -2.4857 -0.1254 0.0095 0.122 0.110 -0.047
H -0.2177 2.0687 -1.3331 2.869 -0.415 2.314
```
Positions in Å, forces in eV/Å.

Löwdin population analysis, charges in e, atoms 1 to 6: -0.08, -0.41, -0.07, -0.50, -0.06, -0.07

Entry 3:
Entry from the Open Molecules 2025 dataset: a cluster of 2 separate species, C5H12O in total (ωB97M-V with the def2-TZVPD basis set).

Its total charge is 0.

Geometry as XYZ:
```
18
Properties=species:S:1:pos:R:3:forces:R:3
C -1.0187 -2.5474 0.4017 -0.029 -0.102 0.024
C -0.8463 -1.0609 0.1125 0.039 0.007 0.007
C 0.6039 1.4999 -0.6451 -0.410 0.163 -0.869
C -0.4826 2.4939 -0.4431 0.000 0.004 0.049
O 1.3492 1.1838 0.3570 0.105 0.362 0.828
C 2.2270 0.2119 0.4480 0.471 -0.358 -0.098
H -0.4491 -3.1468 -0.3169 -0.114 0.044 0.101
H -0.6435 -2.7932 1.4011 -0.074 0.019 -0.133
H -2.0661 -2.8618 0.3493 0.132 0.031 -0.002
H -1.3971 -0.4380 0.8275 0.067 -0.107 -0.105
H -1.1947 -0.7994 -0.8936 0.041 -0.075 0.158
H 0.7456 0.9457 -1.5709 -0.018 0.099 0.113
H -1.4651 2.0527 -0.6650 0.128 0.067 0.038
H -0.3732 3.3781 -1.0842 0.005 -0.122 0.070
H -0.4910 2.8264 0.5987 0.017 -0.036 -0.129
H 2.7846 0.1906 1.3702 -0.050 0.027 -0.124
H 0.2166 -0.8055 0.2039 -0.303 -0.102 -0.044
H 2.5005 -0.3303 -0.4510 -0.005 0.077 0.116
```
Positions in Å, forces in eV/Å.

Löwdin population analysis, charges in e, atoms 1 to 6: -0.17, -0.18, -0.24, -0.07, -0.12, -0.07

Entry 4:
Entry from the Open Molecules 2025 dataset: a cluster of 3 separate species, C5H12O2 in total in a non-equilibrium geometry (ωB97M-V with the def2-TZVPD basis set).

Its spin multiplicity is 2. Its total charge is -1.

Geometry as XYZ:
```
19
Properties=species:S:1:pos:R:3:forces:R:3
C -0.9053 0.2234 -0.0950 0.175 0.714 0.304
C -0.3092 1.4686 0.5266 -1.269 0.421 0.740
C -1.1200 2.6080 0.4919 1.031 -1.344 0.622
C 1.8022 0.1936 1.0948 -0.301 -0.324 1.062
C 0.8498 1.3393 1.3048 0.374 -0.133 -0.406
H 1.2238 -0.7377 1.2229 0.384 0.067 -0.527
H -1.4836 -0.3128 0.6673 0.256 -0.013 -0.024
H -1.6323 0.5737 -0.8189 0.076 -0.494 -0.551
H -2.0911 2.4515 0.0239 0.163 0.719 0.118
H -0.8363 3.4567 1.1100 -0.354 0.179 -0.350
H 2.5952 0.1313 1.8586 -0.226 0.365 -0.172
H 2.2811 0.2018 0.1153 -0.281 -0.215 -0.105
H 1.0303 2.0142 2.1291 0.132 0.448 -0.140
H 1.5584 -2.3840 -2.1863 -0.041 -0.043 -0.075
H -0.3915 -2.2616 -1.4503 -0.036 0.296 0.610
O 1.0065 -1.8753 -1.5880 0.055 0.084 -0.060
H -0.1389 -0.4347 -0.4745 -0.144 -0.235 -0.566
H -1.3105 -3.4524 -1.3205 -0.377 -0.024 0.203
O -1.3664 -2.5191 -1.0825 0.383 -0.470 -0.683
```
Positions in Å, forces in eV/Å.

Löwdin population analysis, charges in e, atoms 1 to 6: -0.08, -0.39, 0.02, -0.12, -0.11, 0.08

Entry 5:
Entry from the Open Molecules 2025 dataset: a cluster of 2 separate species, C5H12O2 in total in a non-equilibrium geometry (ωB97M-V with the def2-TZVPD basis set).

Its spin multiplicity is 2. Its total charge is -1.

Geometry as XYZ:
```
19
Properties=species:S:1:pos:R:3:forces:R:3
O -0.7916 -1.6318 -1.5613 0.167 0.350 0.070
C -1.2794 -1.8866 -0.3825 0.406 -0.873 -0.068
C -1.0251 -0.9902 0.7992 0.377 0.038 -0.842
C 0.3912 -0.3633 0.7916 -0.362 0.583 1.161
C 0.4693 0.9756 0.0415 -0.281 -1.355 -1.217
C -0.2628 2.1238 0.7180 0.999 0.939 -0.841
H -1.9215 -2.7758 -0.2415 0.008 0.214 0.110
H -1.1365 -1.5231 1.7446 -0.389 -0.068 -0.017
H -1.7590 -0.1658 0.7417 -0.035 0.226 0.462
H 1.1238 -1.1148 0.4947 -0.023 0.161 -0.393
H 0.6283 -0.1133 1.8371 0.143 -0.141 0.108
H -0.0206 0.7733 -0.9254 -0.055 0.116 0.194
H 1.5072 1.1731 -0.2645 -0.052 0.509 0.577
H 0.3425 2.6859 1.4313 0.076 -0.382 0.453
H -1.1896 1.8049 1.1657 -0.271 -0.053 0.134
H -0.4537 2.8855 -0.0525 -0.400 -0.154 0.129
H 2.0391 0.0497 -1.7547 -0.220 -0.643 -0.425
H 1.2761 -1.2218 -2.1906 -0.471 0.190 0.216
O 2.0621 -0.6852 -2.3923 0.383 0.343 0.191
```
Positions in Å, forces in eV/Å.

Löwdin population analysis, charges in e, atoms 1 to 6: -0.26, -0.45, -0.26, -0.24, -0.30, -0.13

Entry 6:
Entry from the Open Molecules 2025 dataset: the molecule C5H12O2 (ωB97M-V with the def2-TZVPD basis set).

Its total charge is 0.

Geometry as XYZ:
```
19
Properties=species:S:1:pos:R:3:forces:R:3
C -1.3229 -0.2267 2.3604 -0.008 -0.002 0.068
C -1.4262 -0.1348 0.8401 -0.028 0.008 -0.046
C -0.0545 0.1366 0.2318 -0.235 0.264 -0.062
O 0.8200 -0.8973 0.6569 0.112 -0.170 -0.074
C -0.0703 0.2794 -1.2911 -0.002 -0.035 0.010
C 1.3203 0.5470 -1.8516 -0.192 0.270 -0.042
O 2.0949 -0.6536 -1.7580 0.237 -0.022 0.008
H -2.2809 -0.4826 2.8231 0.109 0.043 -0.082
H -0.5878 -0.9891 2.6331 -0.151 0.103 0.004
H -0.9855 0.7283 2.7822 -0.069 -0.130 -0.047
H -2.1283 0.6569 0.5451 0.119 -0.086 0.029
H -1.8035 -1.0803 0.4279 0.046 0.127 0.046
H 0.3143 1.0948 0.6446 -0.015 -0.148 -0.021
H 1.2833 -1.2276 -0.1257 0.036 0.053 0.106
H -0.7389 1.1017 -1.5761 0.098 -0.103 0.088
H -0.4636 -0.6354 -1.7556 0.028 0.095 0.082
H 1.7952 1.3593 -1.2829 -0.046 -0.149 -0.091
H 1.2724 0.8592 -2.9027 -0.023 -0.079 0.149
H 2.9618 -0.4358 -1.4015 -0.015 -0.040 -0.124
```
Positions in Å, forces in eV/Å.

Löwdin population analysis, charges in e, atoms 1 to 6: -0.11, -0.22, -0.43, -0.04, -0.14, -0.24

Entry 7:
Entry from the Open Molecules 2025 dataset: the molecule C5H12O2 (ωB97M-V with the def2-TZVPD basis set).

Its total charge is 0.

Geometry as XYZ:
```
19
Properties=species:S:1:pos:R:3:forces:R:3
C -0.1811 -1.4816 2.1080 0.001 -0.020 0.063
C -0.5523 -0.8614 0.7628 -0.021 -0.021 -0.095
C 0.4021 0.2724 0.4063 -0.262 0.006 -0.037
O 1.7199 -0.2521 0.5792 0.245 0.223 0.165
C 0.3074 0.8460 -1.0262 0.050 -0.384 -0.043
C -0.8703 0.4694 -1.9220 -0.046 0.012 0.039
O 0.4324 2.2614 -0.9029 0.160 0.142 -0.153
H 0.8554 -1.8216 2.0743 -0.171 -0.032 0.079
H -0.2611 -0.7484 2.9192 -0.024 -0.083 -0.111
H -0.8221 -2.3335 2.3511 0.020 0.122 -0.039
H -0.5105 -1.6297 -0.0178 0.036 0.041 0.078
H -1.5822 -0.4817 0.7787 0.181 -0.007 -0.047
H 0.2440 1.1049 1.1093 -0.014 -0.111 -0.129
H 2.3425 0.4837 0.5446 -0.069 -0.075 0.001
H 1.2132 0.4380 -1.4910 -0.079 0.081 -0.185
H -1.8092 0.9438 -1.6191 0.166 -0.059 0.105
H -0.6463 0.7972 -2.9451 -0.086 -0.021 0.161
H -1.0138 -0.6150 -1.9579 0.024 0.152 0.026
H 0.7319 2.6083 -1.7516 -0.111 0.033 0.122
```
Positions in Å, forces in eV/Å.

Löwdin population analysis, charges in e, atoms 1 to 6: -0.10, -0.21, -0.34, -0.05, -0.39, -0.05

Entry 8:
Entry from the Open Molecules 2025 dataset: a cluster of 2 separate species, C5H12O2 in total (ωB97M-V with the def2-TZVPD basis set).

Its total charge is 0.

Geometry as XYZ:
```
19
Properties=species:S:1:pos:R:3:forces:R:3
C -0.9709 -0.0950 0.9614 -0.308 -0.106 0.021
C -1.9856 0.4976 0.0268 -0.090 0.125 0.237
O -1.8469 -0.0216 -1.3011 -0.033 -0.031 -0.052
C -0.5393 0.1254 -1.7402 0.280 -0.002 -0.013
C 0.4683 -0.6416 -0.9514 -0.209 -0.161 -0.252
O 1.5591 0.3907 0.4832 -0.085 0.154 0.164
C 2.3695 -0.4756 1.2480 0.167 -0.116 0.084
H 0.5460 0.2919 0.7953 0.232 0.021 -0.106
H -1.1822 -1.1434 1.1975 0.041 0.123 -0.060
H -0.9443 0.4748 1.9003 0.051 -0.032 -0.137
H -1.8738 1.5950 -0.0101 -0.010 -0.136 -0.008
H -3.0278 0.2796 0.2910 0.162 0.023 -0.021
H -0.5047 -0.2803 -2.7638 0.019 0.028 0.110
H -0.2304 1.1838 -1.8011 -0.046 -0.124 0.013
H 0.1628 -1.6189 -0.5963 0.040 0.119 0.003
H 1.4646 -0.6202 -1.3863 -0.131 0.051 0.096
H 3.1571 -0.8917 0.6085 -0.092 0.045 0.109
H 1.7799 -1.3019 1.6725 0.059 0.103 -0.073
H 2.8463 0.0708 2.0702 -0.047 -0.086 -0.116
```
Positions in Å, forces in eV/Å.

Löwdin population analysis, charges in e, atoms 1 to 6: -0.12, -0.28, -0.15, -0.28, 0.10, -0.21

Entry 9:
Entry from the Open Molecules 2025 dataset: a cluster of 2 separate species, C5H12O2 in total (ωB97M-V with the def2-TZVPD basis set).

Its total charge is 0.

Geometry as XYZ:
```
19
Properties=species:S:1:pos:R:3:forces:R:3
C 2.4596 -1.0526 0.2834 -0.013 -0.090 -0.048
C 1.6741 0.1371 0.7533 -0.194 0.078 0.018
C 0.3769 0.3809 0.5417 0.328 -0.301 -0.071
O -0.1692 1.5214 1.0542 -0.149 0.068 -0.044
C -0.5313 -0.5139 -0.2826 -0.004 -0.040 -0.035
C -2.0180 -0.4648 0.0427 0.101 -0.326 0.054
O -2.4981 0.8757 -0.0982 -0.267 0.074 0.076
H 3.2344 -0.7603 -0.4375 -0.108 -0.023 0.113
H 2.9735 -1.5435 1.1191 -0.068 0.077 -0.112
H 1.8373 -1.8076 -0.2074 0.097 0.123 0.080
H 2.2169 0.8980 1.3113 -0.072 -0.094 -0.041
H -1.0753 1.6118 0.7114 0.137 0.012 0.059
H -0.2152 -1.5526 -0.1502 -0.037 0.111 -0.057
H -0.4043 -0.2841 -1.3470 -0.022 0.026 0.131
H -2.2009 -0.8334 1.0603 0.036 0.116 -0.080
H -2.5550 -1.1157 -0.6603 0.081 0.048 0.150
H -3.3565 0.9390 0.3386 0.132 0.046 -0.144
H 0.5491 1.8009 -2.2250 -0.029 0.037 0.009
H -0.1527 1.8742 -1.9925 0.051 0.058 -0.056
```
Positions in Å, forces in eV/Å.

Löwdin population analysis, charges in e, atoms 1 to 6: -0.11, -0.12, -0.38, 0.02, -0.13, -0.23

Entry 10:
Entry from the Open Molecules 2025 dataset: a cluster of 2 separate species, C5H12O2 in total in a non-equilibrium geometry (ωB97M-V with the def2-TZVPD basis set).

Its total charge is 0.

Geometry as XYZ:
```
19
Properties=species:S:1:pos:R:3:forces:R:3
C -0.1053 2.4776 0.8799 -0.032 0.138 0.041
C 0.5667 1.1699 0.4963 0.019 0.127 0.008
C -0.4158 0.1637 -0.0790 0.141 -0.040 0.351
O -1.0236 0.6131 -1.2792 0.247 -0.062 -0.162
C 0.2685 -1.1788 -0.2276 1.135 0.300 2.835
C -0.6479 -2.3555 -0.4600 0.173 -0.303 1.448
O 1.4230 -1.1103 -0.9499 0.419 0.150 -0.721
H -0.6312 2.9116 0.0237 0.078 -0.021 0.131
H -0.8417 2.3165 1.6759 0.094 0.034 -0.104
H 0.6288 3.2028 1.2407 -0.105 -0.028 -0.034
H 1.3630 1.3372 -0.2426 -0.118 0.010 0.085
H 1.0479 0.6999 1.3614 -0.062 0.171 -0.101
H -1.2446 -0.0042 0.6205 0.098 0.123 -0.056
H -0.3208 0.9454 -1.8547 -0.121 -0.116 0.034
H 0.6050 -1.4576 1.1837 0.161 1.566 -3.144
H -0.2388 -3.2074 -1.0220 -0.004 0.414 0.218
H -0.3698 -2.3911 0.6344 -2.668 -2.744 -0.920
H -1.6961 -2.1435 -0.7129 0.560 0.092 0.032
H 1.6329 -1.9893 -1.2887 -0.014 0.189 0.059
```
Positions in Å, forces in eV/Å.

Löwdin population analysis, charges in e, atoms 1 to 6: -0.10, -0.22, -0.39, -0.01, -0.48, -0.04

Entry 11:
Entry from the Open Molecules 2025 dataset: a structure of composition C5H12O2 (ωB97M-V with the def2-TZVPD basis set).

Its total charge is 0.

Geometry as XYZ:
```
19
Properties=species:S:1:pos:R:3:forces:R:3
C -2.3516 -0.3220 1.3042 0.099 -0.249 -0.376
O -0.6239 -0.4330 0.8448 -0.144 0.149 0.300
C -0.1983 0.5081 -0.1930 -0.021 0.075 -0.159
C -0.3264 1.9303 0.3213 -0.016 0.009 0.013
C 1.2069 0.1527 -0.6632 0.010 0.022 0.055
C 1.3832 -1.3062 -1.0850 0.033 0.249 -0.340
O 1.4999 -2.1842 0.0111 -0.223 -0.075 0.196
H -2.7182 -0.1153 0.2739 0.067 -0.063 0.266
H -0.3684 -0.0655 1.7057 0.111 -0.099 -0.112
H -2.4646 -1.4222 1.3982 0.005 0.282 -0.046
H -0.9146 0.3206 -1.0001 0.088 0.034 0.086
H 0.3882 2.1045 1.1365 -0.098 -0.037 -0.094
H -1.3378 2.1063 0.6953 0.142 0.013 -0.061
H -0.0967 2.6463 -0.4737 -0.057 -0.124 0.082
H 1.9377 0.3786 0.1247 -0.093 -0.005 -0.079
H 1.4344 0.8117 -1.5121 -0.038 -0.102 0.115
H 0.5567 -1.6007 -1.7534 0.107 0.007 0.115
H 2.3107 -1.4085 -1.6562 -0.117 0.011 0.077
H 0.6827 -2.1014 0.5210 0.145 -0.098 -0.038
```
Positions in Å, forces in eV/Å.

Löwdin population analysis, charges in e, atoms 1 to 6: 0.03, -0.18, -0.38, -0.04, -0.14, -0.26

Entry 12:
Entry from the Open Molecules 2025 dataset: the molecule C5H12O2 (ωB97M-V with the def2-TZVPD basis set).

Its total charge is 0.

Geometry as XYZ:
```
19
Properties=species:S:1:pos:R:3:forces:R:3
C -0.4225 0.0314 2.6848 -0.048 0.028 0.022
C 0.3443 -0.3219 1.4128 0.044 -0.045 -0.052
C -0.3779 0.1201 0.1345 -0.093 -0.280 0.018
O -0.3880 1.5318 0.0125 0.197 0.095 -0.062
C 0.2505 -0.4902 -1.1234 -0.267 -0.089 0.027
C -0.4254 -0.0394 -2.4136 -0.028 0.011 -0.010
O 1.6157 -0.0708 -1.1019 0.165 0.033 -0.183
H -0.6309 1.1051 2.7287 0.032 -0.143 -0.018
H -1.3804 -0.5014 2.7302 0.130 0.089 -0.028
H 0.1491 -0.2419 3.5789 -0.084 0.056 -0.152
H 1.3327 0.1534 1.4228 -0.135 -0.085 -0.021
H 0.5211 -1.4052 1.3716 -0.050 0.125 -0.019
H -1.4304 -0.1916 0.1824 0.128 0.009 -0.022
H 0.4880 1.7390 -0.3460 -0.084 0.205 0.161
H 0.1919 -1.5868 -1.0402 0.072 0.142 0.005
H -0.2634 1.0312 -2.5745 -0.050 -0.144 0.050
H -0.0236 -0.5881 -3.2748 -0.037 0.072 0.147
H -1.5055 -0.2116 -2.3808 0.135 -0.029 0.030
H 1.9546 -0.0632 -2.0041 -0.027 -0.050 0.107
```
Positions in Å, forces in eV/Å.

Löwdin population analysis, charges in e, atoms 1 to 6: -0.10, -0.21, -0.37, -0.03, -0.40, -0.04

E / eV: -7426.4673, -7426.6390, -7423.4188, -9472.9158, -9473.5205, -9474.4177, -9474.2834, -9469.2602, -9473.0025, -9471.7639, -9470.4236, -9474.5681
ΔE to the lowest compared entry with this formula, charge and spin / kJ/mol: 81.4, 64.9, 375.6, 62.4, 4.0, 69.3, 82.2, 566.9, 205.8, 325.3, 454.6, 54.8